No. 1
The following is a quantum chemistry calculation of a structure of composition C16H19AgN2O3S2, from the OMol25 dataset.

```
43
C16H19AgN2O3S2, DFT the ωB97M-V functional and the def2-TZVPD basis
Ag -0.6503 -2.3152 0.3621
C -4.0510 4.3930 -2.9163
C -3.6436 3.2804 -1.9840
C -3.2072 2.0536 -2.4803
C -2.8467 1.0239 -1.6276
C -2.9206 1.2234 -0.2546
C -3.3578 2.4335 0.2636
C -3.7154 3.4539 -0.6054
S -2.3748 -0.0500 0.8423
O -2.8699 -1.3044 0.2797
O -2.8003 0.3021 2.1727
N -0.7924 -0.1184 0.6489
C 0.1092 0.4104 1.5640
C -0.0927 1.6160 2.2565
C 0.8834 2.0694 3.1131
C 2.0542 1.3346 3.2751
C 2.1663 0.1632 2.5547
N 1.2327 -0.2978 1.7212
H -3.7277 4.1903 -3.9369
H -3.6165 5.3433 -2.6029
H -5.1359 4.5164 -2.9270
H -3.1539 1.9039 -3.5528
H -2.5184 0.0668 -2.0119
H -3.4289 2.5541 1.3371
H -4.0620 4.4003 -0.2063
H -1.0159 2.1603 2.1181
H 0.7398 2.9958 3.6559
H 2.8442 1.6595 3.9376
H 3.0562 -0.4546 2.6506
O 0.8207 -3.9451 0.1156
S 2.1632 -3.4427 0.6483
C 3.3439 -4.7153 0.1151
C 4.4636 -4.0032 -0.6336
C 3.7702 -2.9354 -1.4780
C 2.8089 -2.2211 -0.5346
H 2.7474 -5.3515 -0.5415
H 3.6660 -5.2842 0.9847
H 5.0387 -4.7036 -1.2387
H 5.1541 -3.5335 0.0714
H 3.2188 -3.4074 -2.2934
H 4.4805 -2.2354 -1.9168
H 1.9310 -1.7844 -1.0074
H 3.2888 -1.4450 0.0614
```

Energy relative to the best compared isomer or geometry (same formula, charge and spin), kcal/mol: 0.0
Orbital gap, eV: 8.21
Highest occupied orbital energy, eV: -7.88



No. 2
The following is a quantum chemistry calculation of a structure of composition C16H19AuBrN5S, from the OMol25 dataset.

```
43
C16H19AuBrN5S, DFT the ωB97M-V functional and the def2-TZVPD basis
Au -0.0653 -0.0296 0.0175
C 4.6866 1.5991 -2.8199
C 4.1165 0.1909 -2.9495
N 3.9378 -0.4586 -1.6701
C 2.9065 -0.2394 -0.8782
S 1.7145 0.9527 -1.3870
N 2.8320 -0.8661 0.2808
N 1.7165 -0.8761 0.9510
C 1.5919 -1.4358 2.1281
C 2.7249 -2.0743 2.8301
C 0.2600 -1.3969 2.7145
C -0.0149 -1.8672 4.0030
C -1.3148 -1.8163 4.4851
C -2.3099 -1.2564 3.6979
C -1.9586 -0.7730 2.4432
N -0.7306 -0.8603 1.9714
H 4.8195 2.0272 -3.8096
H 5.6536 1.5737 -2.3217
H 4.0188 2.2446 -2.2539
H 4.7694 -0.4320 -3.5602
H 3.1271 0.2519 -3.4263
H 4.6374 -1.1244 -1.3587
H 3.6254 -2.0422 2.2221
H 2.4843 -3.1120 3.0642
H 2.9173 -1.5660 3.7758
H 0.7786 -2.2405 4.6313
H -1.5430 -2.2019 5.4677
H -3.3303 -1.1856 4.0414
H -2.6901 -0.3079 1.7972
C -4.8371 2.8521 -0.9071
C -3.8625 1.8584 -1.4209
C -4.0127 1.2558 -2.6725
C -3.1207 0.2843 -3.0879
C -2.0806 -0.0527 -2.2380
Br -0.8543 -1.4141 -2.7126
N -1.8991 0.5349 -1.0542
C -2.7690 1.4594 -0.6562
H -5.5988 3.0563 -1.6516
H -4.3487 3.7863 -0.6369
H -5.3255 2.4651 -0.0139
H -4.8353 1.5456 -3.3066
H -3.2244 -0.2069 -4.0433
H -2.5923 1.8981 0.3146
```

Total charge: +2
Orbital gap, eV: 5.47
Highest occupied orbital energy, eV: -14.55



No. 3
The following is a quantum chemistry calculation of a structure of composition C16H19BBeN6S, from the OMol25 dataset.

```
44
C16H19BBeN6S, DFT the ωB97M-V functional and the def2-TZVPD basis
C 2.4523 -0.2328 -0.0944
N 1.2336 -0.3852 -0.6643
N 1.3713 -0.0167 -1.9910
C 2.6680 0.1922 -2.2628
C 3.3873 0.0804 -1.0730
B 0.1518 0.1601 -2.9355
N -0.8644 -0.9605 -2.6355
N -1.1524 -1.3721 -1.3536
C -1.9755 -2.4430 -1.4671
C -2.1793 -2.7285 -2.8147
C -1.4518 -1.7786 -3.5201
Be -0.2924 -0.7411 -0.0346
N -0.4972 1.5739 -2.7586
N -1.1869 1.8544 -1.6161
C -1.5763 3.1272 -1.6928
C -1.1902 3.6770 -2.9431
C -0.4988 2.6469 -3.5882
H -2.1006 3.6306 -0.8881
H -0.0377 2.5856 -4.5592
H -1.3715 4.6593 -3.3110
H 0.4969 0.0739 -4.0812
H -1.2457 -1.6225 -4.5698
H 2.9632 0.3803 -3.2810
H -2.7649 -3.5261 -3.2165
H 4.4372 0.2320 -0.9265
H -2.3769 -2.9558 -0.6023
H 2.5715 -0.2440 0.9794
H -1.9636 -0.5668 0.9970
C -1.4010 -1.4605 1.3338
H -2.0279 -2.3330 1.1522
H -0.3383 -1.6778 0.9208
H -1.2544 -1.3514 2.4055
S 0.0084 1.1697 1.4476
C 0.4231 0.5997 2.9945
C 1.2795 -0.5110 3.2064
C 1.5485 -0.9749 4.4928
C 0.9533 -0.3628 5.6056
C 0.0926 0.7336 5.4047
C -0.1496 1.2330 4.1306
H 1.6994 -1.0524 2.3602
H 2.2078 -1.8409 4.6096
H 1.1482 -0.7526 6.6116
H -0.3956 1.1928 6.2637
H -0.8009 2.0883 3.9653
```

Total charge: +2
Orbital gap (spin up / spin down), eV: 3.10 / 2.46
Highest occupied orbital energy (spin up / spin down), eV: -14.01 / -13.73